64
Properties=species:S:1:pos:R:3:forces:R:3 method="wB97M-V/def2-TZVPD" lumo_energy_ha=-0.2695 charge=+2
Ta 0.40683 0.12214 -0.99179 -0.18 -0.29 0.21
C 4.50038 -1.20084 0.08998 0.05 -0.08 0.07
C 4.36870 -2.21122 1.04093 -0.03 0.05 -0.04
C 3.10431 -2.63340 1.37451 0.01 -0.01 -0.01
C 1.98643 -2.06042 0.76674 -0.15 -0.01 0.00
N 2.11242 -1.07373 -0.15293 -0.05 0.02 0.00
C 3.37183 -0.67236 -0.47260 -0.09 0.05 -0.02
N 0.76884 -2.56800 1.17432 0.08 -0.02 0.00
C -0.34644 -2.36625 0.60941 0.01 0.08 -0.09
N -0.62722 -1.53401 -0.51248 0.00 0.14 -0.14
C -2.02232 -1.64085 -0.79744 0.29 -0.09 0.14
N -2.68535 -1.11357 -1.74364 -0.12 0.08 -0.11
C -2.19756 -0.39170 -2.82589 0.04 -0.07 0.09
C -3.07325 -0.27206 -3.90338 0.01 0.01 -0.01
C -2.69570 0.43403 -5.02404 -0.05 -0.01 -0.02
C -1.43586 1.01807 -5.05332 0.04 0.00 0.00
C -0.60908 0.85228 -3.96941 -0.08 -0.04 0.01
N -0.96843 0.16758 -2.85914 0.24 0.06 -0.05
C -2.61842 -2.50304 0.22721 -0.21 0.01 -0.13
C -3.93110 -2.91847 0.38459 0.04 0.01 0.01
C -4.19481 -3.78752 1.43375 -0.01 -0.01 0.02
C -3.17613 -4.23445 2.27962 0.00 0.01 -0.01
C -1.86110 -3.82652 2.10200 -0.02 0.00 -0.01
C -1.61234 -2.94953 1.06071 0.15 -0.08 0.12
H 5.46685 -0.83339 -0.22230 0.00 0.00 0.01
H 5.23867 -2.65668 1.50370 0.00 0.00 0.00
H 2.92567 -3.41487 2.09771 0.00 0.00 0.00
H 3.45698 0.09554 -1.22434 0.02 0.00 -0.01
H -4.03414 -0.75901 -3.82555 0.00 0.01 0.00
H -3.36754 0.52476 -5.86695 0.00 0.00 0.00
H -1.08705 1.57691 -5.90928 0.00 0.00 0.00
H 0.39342 1.25078 -3.98712 -0.02 0.02 -0.01
H -4.71058 -2.59072 -0.28950 0.00 0.00 0.00
H -5.20547 -4.13704 1.59554 0.00 0.00 0.00
H -3.41806 -4.91991 3.08042 -0.01 0.00 0.00
H -1.06302 -4.18132 2.73914 0.01 0.01 0.00
I 1.98908 2.61156 -1.62456 -0.05 0.02 0.12
C 2.67653 2.67065 0.36813 0.01 0.03 -0.10
C 3.73905 3.46205 0.68126 -0.01 -0.01 -0.03
C 4.13755 3.53857 2.03264 -0.01 0.00 0.07
C 3.44089 2.86309 2.99373 0.01 0.01 -0.04
C 2.32662 2.05551 2.65852 -0.01 -0.02 0.04
C 1.55383 1.40767 3.65608 -0.01 0.00 -0.04
C 0.43999 0.69974 3.31571 -0.02 0.02 0.06
C 0.08205 0.54325 1.95770 0.07 0.08 -0.07
C 0.84434 1.08167 0.93822 0.05 -0.05 -0.14
C 1.94358 1.90964 1.30177 -0.01 0.04 0.01
H 4.26427 4.03405 -0.07168 0.00 0.00 0.00
H 4.98290 4.15811 2.29808 0.00 0.00 0.00
H 3.72479 2.94838 4.03483 0.00 0.00 0.00
H 1.84357 1.51661 4.69352 0.00 0.00 0.00
H -0.17728 0.24670 4.08023 0.01 -0.01 0.00
H -0.81380 -0.03377 1.75100 0.01 -0.02 -0.02
N 2.26135 -0.67511 -3.64548 0.00 0.00 0.02
C 1.63125 -0.39387 -2.72101 -0.07 -0.05 0.09
C -1.86709 3.47050 -0.16629 -0.12 -0.03 0.04
C -2.22039 2.04379 -0.40732 0.17 0.17 0.08
N -3.47076 1.64653 -0.38595 -0.03 -0.22 -0.02
O -1.30937 1.19369 -0.61304 -0.05 0.15 -0.02
H -2.74775 4.10624 -0.11800 0.02 0.01 0.00
H -1.19982 3.82354 -0.95126 0.01 -0.04 -0.02
H -1.32808 3.52487 0.78174 0.04 0.00 0.00
H -4.22707 2.28567 -0.19904 0.03 0.04 -0.01
H -3.68057 0.66945 -0.56871 -0.04 0.05 0.01